Below is a cluster of 7 separate species, C18H36N5O9S in total in a non-equilibrium geometry, with properties calculated with ωB97M-V/def2-TZVPD.

Last column: natural (NBO) charge in e.
Cartesian coordinates (Å):
C: 10.011 20.495 -12.315  -0.626
C: 8.804 21.471 -12.526  0.090
C: 9.300 22.294 -13.694  -0.622
O: 7.723 20.628 -12.874  -1.016
H: 10.935 21.046 -12.140  0.177
H: 10.205 19.834 -13.159  0.191
H: 9.840 19.719 -11.569  0.200
H: 8.570 22.235 -11.785  0.116
H: 8.515 22.957 -14.059  0.195
H: 9.651 21.636 -14.489  0.183
H: 10.203 22.821 -13.388  0.195
O: 5.720 19.201 -8.574  -0.660
C: 6.587 19.505 -9.383  0.663
N: 6.544 20.534 -10.186  -0.832
C: 7.729 18.616 -9.757  -0.720
H: 5.860 21.210 -9.876  0.378
H: 7.031 20.689 -11.057  0.457
H: 8.636 18.861 -9.204  0.220
H: 7.892 18.698 -10.831  0.240
H: 7.568 17.567 -9.506  0.218
O: 2.857 20.378 -13.826  -0.656
C: 4.049 20.288 -13.616  0.658
N: 4.809 21.356 -13.685  -0.854
C: 4.796 19.036 -13.386  -0.724
H: 4.427 22.284 -13.803  0.413
H: 5.783 21.198 -13.470  0.437
H: 5.245 19.218 -12.409  0.248
H: 5.628 18.877 -14.071  0.227
H: 4.277 18.083 -13.486  0.227
O: 6.617 21.936 -17.757  -0.636
C: 7.405 21.471 -17.016  0.664
N: 6.956 21.043 -15.831  -0.833
C: 8.853 21.319 -17.405  -0.713
H: 5.966 20.937 -15.663  0.415
H: 7.620 20.699 -15.153  0.421
H: 8.911 20.488 -18.108  0.231
H: 9.574 21.057 -16.630  0.209
H: 9.217 22.212 -17.913  0.227
O: 12.894 24.908 -14.433  -0.632
C: 13.429 23.997 -15.073  0.654
N: 14.701 23.996 -15.281  -0.795
C: 12.582 22.934 -15.749  -0.723
H: 15.324 24.674 -14.867  0.402
H: 15.171 23.407 -15.955  0.387
H: 11.518 23.066 -15.551  0.258
H: 12.831 21.955 -15.339  0.225
H: 12.705 22.765 -16.819  0.224
N: 8.570 15.919 -16.467  -0.425
C: 7.959 16.651 -15.539  0.019
C: 8.679 17.368 -14.592  -0.238
C: 10.094 17.429 -14.650  -0.182
C: 10.743 16.532 -15.553  -0.258
C: 9.967 15.829 -16.497  0.004
H: 6.892 16.697 -15.704  0.205
H: 8.128 17.972 -13.886  0.252
H: 10.760 17.893 -13.938  0.222
H: 11.816 16.450 -15.646  0.205
H: 10.486 15.204 -17.209  0.190
C: 6.844 25.441 -12.600  -0.090
C: 5.708 24.406 -12.242  -0.121
O: 5.100 24.187 -13.498  -0.681
S: 4.815 25.637 -14.162  2.436
O: 3.867 26.428 -13.317  -0.884
O: 4.586 25.460 -15.641  -0.811
O: 6.312 26.133 -13.706  -0.688
H: 7.686 24.813 -12.892  0.212
H: 7.013 26.121 -11.765  0.202
H: 4.970 24.609 -11.466  0.205
H: 6.209 23.479 -11.964  0.222

The calculation puts the highest occupied orbital energy at -5.149 eV. The value obtained for the gap between HOMO and LUMO is 7.25 eV. As for the charge: -1.